Record 1
C39H34ClIrN3SSi2 | ωB97M-V/def2-TZVPD

Geometry as XYZ:
```
81
Properties=species:S:1:pos:R:3:lowdin_charge:R:1
C -2.284 -0.344 3.614 -0.0909
C -3.024 0.119 2.480 -0.1477
C -2.947 -0.955 1.477 -0.3515
H -3.774 0.911 2.527 0.1093
C -1.791 -1.787 1.891 -0.1215
C -1.568 -1.489 3.274 -0.0889
H -1.020 -2.111 3.982 0.1215
H -2.354 0.083 4.618 0.1282
H -3.652 -1.167 0.695 0.1091
H -1.413 -2.661 1.387 0.1068
Ir -1.641 0.153 0.523 1.1801
Si -0.882 0.855 -1.447 0.5396
C -0.416 2.272 -2.761 -0.2000
C 0.789 2.468 -3.487 -0.0979
H 1.734 1.988 -3.212 0.0807
C 0.844 3.296 -4.623 -0.0585
H 1.783 3.411 -5.180 0.1168
C -0.302 3.976 -5.038 -0.0709
H -0.272 4.601 -5.936 0.1142
C -1.483 3.847 -4.300 -0.0673
H -2.375 4.395 -4.616 0.1119
C -1.529 3.025 -3.161 -0.1112
H -2.457 2.955 -2.595 0.0903
C -0.706 -0.355 -2.973 -0.2722
C -1.899 -0.945 -3.390 -0.1083
H -2.848 -0.638 -2.955 0.0946
C -1.865 -1.944 -4.368 -0.0688
H -2.793 -2.427 -4.665 0.1117
C -0.661 -2.329 -4.952 -0.0603
H -0.629 -3.139 -5.673 0.1134
C 0.498 -1.623 -4.637 -0.0580
H 1.442 -1.871 -5.118 0.1108
C 0.469 -0.601 -3.688 -0.1134
H 1.383 -0.021 -3.529 0.0789
H -2.426 0.847 -0.999 0.0696
Si 2.722 -1.689 -1.195 0.3649
C 1.585 -3.182 -1.366 -0.3346
C 0.201 -3.027 -1.475 -0.1158
H -0.238 -2.027 -1.505 0.0578
C -0.657 -4.133 -1.537 -0.0656
H -1.729 -3.962 -1.627 0.1100
C -0.129 -5.418 -1.451 -0.0575
H -0.790 -6.277 -1.474 0.1125
C 1.261 -5.580 -1.341 -0.0635
H 1.671 -6.591 -1.235 0.1172
C 2.105 -4.478 -1.304 -0.1127
H 3.178 -4.605 -1.136 0.1120
C 1.702 -0.093 -0.844 -0.2339
C 0.409 0.100 -0.184 -0.4085
H -0.018 -0.831 0.310 0.0626
C -0.006 1.453 0.194 -0.4593
H -0.986 1.781 0.679 0.0669
C 0.915 2.512 0.249 -0.0433
H 0.674 3.332 0.917 0.1246
C 2.038 2.352 -0.527 -0.0571
H 2.655 3.204 -0.809 0.1312
C 2.393 1.105 -1.069 -0.1249
H 3.274 1.061 -1.693 0.0986
H 3.514 -1.850 -0.061 -0.0296
Cl 3.945 -1.634 -2.890 0.3538
N 1.430 1.334 4.618 0.1930
C 0.596 2.401 4.828 -0.1449
C 0.546 3.323 5.858 0.0463
C -0.586 4.141 5.907 0.0121
C -1.649 3.991 5.011 -0.0111
C -1.600 3.037 3.981 0.0450
C -0.429 2.278 3.847 -0.1781
N -0.128 1.228 3.018 0.1967
C 0.959 0.626 3.563 -0.1600
C 1.482 -0.700 3.282 -0.2938
C 2.101 -1.496 4.247 -0.2921
S 2.529 -3.028 3.592 1.1290
C 1.783 -2.555 2.091 -0.3922
N 1.287 -1.336 2.081 0.0468
H 2.253 1.087 5.200 0.2004
H 1.399 3.390 6.539 0.1397
H -0.653 4.910 6.676 0.1392
H -2.544 4.616 5.096 0.1334
H -2.409 2.834 3.275 0.1211
H 2.244 -1.170 5.270 0.0898
H 1.773 -3.230 1.236 0.0739
```

Net charge   +2
Multiplicity   6
Energy above the lowest of the compared OMol25 structures with the same formula, charge and spin   630.0 kJ/mol
HOMO-LUMO gap (alpha / beta)   4.957 / 2.741 eV
<S²>   8.807

***

Record 2
C32H57N4OP2SZr | ωB97M-V/def2-TZVPD

Geometry as XYZ:
```
98
Properties=species:S:1:pos:R:3:lowdin_charge:R:1
C -1.512 2.471 -0.075 -0.3058
C -1.777 0.737 -1.636 -0.3348
C -2.513 3.208 -0.700 0.0212
C -2.665 1.509 -2.384 0.0030
C -3.073 2.740 -1.884 0.0250
H -2.790 4.163 -0.260 0.1403
H -3.053 1.100 -3.322 0.1394
H -3.817 3.324 -2.420 0.1405
N -1.192 1.232 -0.509 -0.0048
P 0.928 2.263 1.297 1.0419
P -1.302 -1.916 -0.672 1.1219
C -0.723 3.054 1.096 -0.2400
H -0.586 4.142 0.955 0.1086
H -1.297 2.926 2.031 0.1025
C -1.410 -0.647 -2.041 -0.2334
H -1.924 -1.023 -2.918 0.0805
C -0.513 -3.485 -1.423 -0.6345
C -3.115 -2.218 -0.345 -0.6555
C 2.056 3.159 0.060 -0.6544
C 1.379 2.604 3.081 -0.6766
C 0.985 -3.514 -1.066 -0.1077
H 1.155 -3.534 0.020 0.0549
H 1.421 -4.431 -1.494 0.1127
H 1.539 -2.664 -1.475 0.0438
C -1.150 -4.756 -0.842 -0.0726
H -1.091 -4.776 0.253 0.0864
H -2.189 -4.897 -1.159 0.0716
H -0.585 -5.623 -1.219 0.1140
C -0.660 -3.475 -2.948 -0.0553
H -0.245 -4.419 -3.339 0.1228
H -1.704 -3.420 -3.277 0.0852
H -0.091 -2.650 -3.395 0.0530
C -3.225 -3.100 0.915 -0.0721
H -2.500 -2.795 1.679 0.0490
H -4.226 -2.963 1.344 0.1090
H -3.096 -4.165 0.696 0.0768
C -3.798 -0.874 -0.039 -0.0715
H -3.282 -0.339 0.762 0.0531
H -3.866 -0.234 -0.924 0.0802
H -4.821 -1.090 0.305 0.1158
C -3.804 -2.856 -1.568 -0.0458
H -3.420 -2.494 -2.531 0.0725
H -3.761 -3.951 -1.556 0.0845
H -4.870 -2.581 -1.538 0.1105
C 2.816 2.106 3.316 -0.0810
H 3.062 2.246 4.379 0.1100
H 2.916 1.036 3.082 0.0256
H 3.562 2.655 2.726 0.0803
C 0.411 1.807 3.976 -0.0875
H -0.621 2.173 3.894 0.0862
H 0.410 0.733 3.756 0.0428
H 0.732 1.933 5.022 0.1102
C 1.238 4.092 3.441 -0.0604
H 0.284 4.515 3.096 0.0877
H 1.261 4.179 4.536 0.1095
H 2.058 4.707 3.056 0.0750
C 1.275 3.451 -1.233 -0.0815
H 0.498 4.214 -1.090 0.0945
H 1.977 3.826 -1.995 0.1159
H 0.804 2.546 -1.640 0.0428
C 3.238 2.220 -0.269 -0.0886
H 2.930 1.385 -0.917 0.0514
H 4.005 2.802 -0.804 0.1107
H 3.707 1.791 0.628 0.0679
C 2.573 4.496 0.614 -0.0687
H 1.754 5.164 0.913 0.0917
H 3.275 4.365 1.448 0.0802
H 3.127 5.004 -0.192 0.1134
Zr 0.476 -0.186 0.451 1.1057
C -1.093 -0.614 1.909 -0.1964
O -1.925 -0.629 2.740 0.1544
N 1.143 -0.330 -1.555 -0.0308
C 0.419 -0.385 -2.554 -0.2490
C 0.707 -0.120 -4.015 -0.5559
C -0.447 -0.452 -4.955 -0.0350
C 0.983 1.378 -4.137 -0.0293
C 1.962 -0.949 -4.345 -0.0053
H -0.737 -1.507 -4.911 0.0808
H -1.326 0.172 -4.747 0.0802
H -0.127 -0.240 -5.987 0.1165
H 1.804 1.667 -3.471 0.0778
H 1.265 1.631 -5.168 0.1179
H 0.090 1.961 -3.869 0.0892
H 1.856 -1.462 -5.308 0.1059
H 2.833 -0.285 -4.377 0.0997
H 2.156 -1.705 -3.574 0.0736
S 2.471 -1.266 1.585 0.6853
C 1.926 -1.727 3.170 -0.7179
N 0.748 -2.277 3.505 0.0353
C 0.644 -2.538 4.923 -0.1027
C 2.007 -2.135 5.457 -0.0935
N 2.688 -1.639 4.277 0.0688
H -0.031 -2.374 2.856 0.1059
H 0.437 -3.602 5.102 0.1445
H -0.170 -1.954 5.368 0.1360
H 2.549 -2.983 5.884 0.1433
H 1.937 -1.345 6.219 0.1413
H 3.641 -1.291 4.251 0.1694
```

Net charge   +3
Multiplicity   1
HOMO-LUMO gap (alpha / beta)   5.648 / 5.650 eV

***

Record 3
C3H4N2O | ωB97M-V/def2-TZVPD

Geometry as XYZ:
```
10
Properties=species:S:1:pos:R:3:lowdin_charge:R:1
O 2.274 0.230 -0.101 -0.0271
C 0.963 0.026 -0.118 -0.6109
N 0.423 -1.207 -0.126 0.0605
N -0.907 -0.949 -0.157 -0.0474
C -1.190 0.371 -0.189 -0.1031
C 0.005 1.036 -0.224 -0.0286
H 1.990 -0.624 -1.313 0.3913
H -1.584 -1.692 -0.074 0.1475
H -2.202 0.746 -0.132 0.1151
H 0.210 2.085 -0.163 0.1027
```

Net charge   0
Multiplicity   1
Energy above the lowest of the compared OMol25 structures with the same formula, charge and spin   426.4 kJ/mol
HOMO-LUMO gap   8.182 eV

***

Record 4
C3H8N4OS | ωB97M-V/def2-TZVPD

Geometry as XYZ:
```
17
Properties=species:S:1:pos:R:3:lowdin_charge:R:1
C 0.727 -1.149 -1.115 -0.1601
C -0.276 1.059 0.544 -0.6579
C -0.521 -1.746 -0.943 -0.0030
N -1.374 0.223 0.480 0.0441
N 0.851 0.423 0.456 -0.0034
N -1.144 -1.147 0.449 0.0562
N 1.940 1.085 0.007 0.1980
O 1.797 -0.847 -1.375 0.2457
S -0.516 2.722 0.752 1.1425
H -1.297 -1.358 -1.706 0.1908
H -0.590 -2.788 -0.928 0.1323
H -2.311 0.630 0.431 0.1899
H -2.012 -1.611 0.843 0.2251
H -0.448 -1.410 1.209 0.2102
H 0.719 2.987 0.657 -0.1287
H 2.752 0.846 0.547 0.1680
H 1.704 2.080 -0.305 0.1503
```

Net charge   +2
Multiplicity   3
HOMO-LUMO gap (alpha / beta)   6.717 / 7.860 eV
<S²>   2.009

***

Number 1: electronic energy -87391.8939 eV. Number 2: electronic energy -72787.6692 eV. Number 3: electronic energy -8199.4656 eV. Number 4: electronic energy -22058.7988 eV.